[1]
Here is a structure of composition C49H42N2NiO2P2SSi from the OMol25 dataset. Energies are from ωB97M-V/def2-TZVPD.

Properties
lowest unoccupied orbital energy (alpha / beta): -0.09 / 0.41 eV
HOMO (alpha / beta): -7.308 / -6.919 eV

Last column: Mulliken charge in e.
Positions of all 100 atoms, in Å:
Ni  0.771  -0.644  -0.658  0.86
C  4.140  -1.873  -1.459  -1.47
Si  3.022  -0.557  -0.744  0.69
C  3.550  -0.471  1.086  -0.07
C  4.897  -0.350  1.458  -0.70
C  5.289  -0.407  2.785  -0.88
C  4.337  -0.602  3.783  -0.81
C  3.001  -0.720  3.443  -0.20
C  2.602  -0.650  2.105  -0.08
P  0.839  -0.771  1.610  2.98
C  0.012  0.555  2.563  0.48
C  -1.386  0.526  2.629  -0.44
C  -2.089  1.548  3.243  -0.83
C  -1.405  2.623  3.802  -0.75
C  -0.022  2.662  3.743  -0.50
C  0.684  1.635  3.124  -1.07
C  0.207  -2.262  2.480  0.79
C  0.008  -3.423  1.736  -0.22
C  -0.467  -4.581  2.340  -0.77
C  -0.755  -4.588  3.696  -0.63
C  -0.572  -3.432  4.447  -0.83
C  -0.100  -2.277  3.843  -0.65
C  3.487  1.060  -1.614  0.05
C  4.776  1.363  -2.072  -0.65
C  5.048  2.564  -2.706  -0.76
C  4.031  3.496  -2.902  -0.88
C  2.749  3.216  -2.461  -0.22
C  2.474  1.994  -1.839  -0.80
P  0.806  1.584  -1.199  2.80
C  -0.365  1.709  -2.583  -0.79
C  -0.030  1.974  -3.848  -0.33
C  -1.037  2.252  -4.878  -0.89
C  -2.322  2.380  -4.553  -0.99
C  -2.888  1.949  -3.225  0.18
C  -1.817  1.411  -2.257  0.14
C  0.516  3.130  -0.255  0.98
C  1.391  3.382  0.803  0.06
C  1.329  4.575  1.504  -0.87
C  0.387  5.534  1.152  -0.77
C  -0.481  5.293  0.096  -0.67
C  -0.419  4.096  -0.606  -0.50
H  5.178  -1.535  -1.372  0.43
H  3.925  -2.070  -2.514  0.39
H  4.045  -2.808  -0.899  0.45
H  5.654  -0.205  0.692  0.28
H  6.336  -0.307  3.047  0.40
H  4.640  -0.662  4.821  0.42
H  2.265  -0.869  4.226  0.35
H  -1.926  -0.311  2.197  0.27
H  -3.171  1.511  3.282  0.48
H  -1.953  3.429  4.275  0.40
H  0.515  3.501  4.171  0.43
H  1.766  1.678  3.086  0.33
H  0.216  -3.414  0.677  -0.04
H  -0.622  -5.473  1.743  0.48
H  -1.132  -5.487  4.169  0.40
H  -0.803  -3.429  5.505  0.43
H  0.007  -1.374  4.434  0.38
H  5.584  0.653  -1.927  0.25
H  6.055  2.783  -3.043  0.43
H  4.241  4.437  -3.396  0.42
H  1.957  3.943  -2.607  0.54
H  1.015  2.083  -4.116  0.56
H  -0.693  2.465  -5.884  0.45
H  -3.056  2.701  -5.282  0.48
H  -3.452  2.757  -2.743  0.30
H  -1.724  1.054  -0.335  -0.09
H  2.145  2.642  1.059  0.39
H  2.017  4.761  2.320  0.56
H  0.333  6.469  1.696  0.40
H  -1.209  6.043  -0.189  0.46
H  -1.101  3.925  -1.427  0.25
C  -6.544  -2.523  1.112  -1.59
C  -5.479  -1.981  0.191  0.88
C  -4.183  -1.767  0.638  -0.94
C  -3.197  -1.287  -0.219  0.84
C  -3.512  -0.982  -1.531  -0.18
C  -4.803  -1.206  -2.005  -0.51
C  -5.767  -1.709  -1.149  -0.80
S  -2.249  -0.397  -2.675  -0.49
O  -3.682  0.828  -3.443  -0.74
O  -2.176  1.673  -0.931  -0.57
N  -0.899  -1.004  -1.805  0.50
C  -0.548  -2.278  -2.034  0.84
C  -1.301  -3.327  -2.624  -1.06
C  -0.721  -4.565  -2.751  -0.71
C  0.579  -4.797  -2.284  -1.09
C  1.235  -3.749  -1.684  0.14
N  0.701  -2.530  -1.562  0.01
H  -6.247  -2.440  2.157  0.35
H  -6.738  -3.577  0.901  0.31
H  -7.485  -1.986  0.976  0.39
H  -3.930  -1.992  1.669  0.44
H  -2.177  -1.191  0.128  -0.14
H  -5.042  -0.960  -3.031  0.57
H  -6.771  -1.887  -1.520  0.41
H  -2.321  -3.155  -2.936  0.45
H  -1.284  -5.375  -3.201  0.42
H  1.055  -5.762  -2.376  0.43
H  2.236  -3.872  -1.286  0.21



[2]
Here is a structure of composition C49H43Cl4N8O5RbS from the OMol25 dataset. Energies are from ωB97M-V/def2-TZVPD.

Properties
net charge: -2
lowest unoccupied orbital energy: 3.11 eV
HOMO: -1.509 eV

Last column: Mulliken charge in e.
Positions of all 111 atoms, in Å:
Rb  0.297  -0.256  0.379  0.61
Cl  1.545  -5.923  5.713  -0.29
C  1.624  -5.041  4.201  0.04
C  1.002  -3.810  4.112  -0.48
C  1.010  -3.046  2.935  -0.33
N  0.256  -1.882  2.815  0.07
C  -0.013  -1.153  3.884  0.02
O  0.446  -1.212  5.047  -0.85
C  -1.069  -0.059  3.668  0.20
C  -1.435  0.715  4.770  -0.60
C  -2.402  1.691  4.622  -0.55
C  -2.984  1.878  3.375  -0.89
C  -2.556  1.071  2.333  -0.17
N  -1.630  0.123  2.473  0.28
C  1.725  -3.559  1.808  -0.20
C  2.354  -4.805  1.938  -0.53
C  2.300  -5.544  3.107  0.05
Cl  3.112  -7.096  3.166  -0.29
N  1.707  -2.857  0.595  0.32
C  2.638  -3.085  -0.313  0.08
O  3.677  -3.784  -0.301  -0.78
C  2.402  -2.413  -1.657  0.57
C  2.252  -3.240  -2.777  -0.70
C  2.136  -2.672  -4.026  -0.29
C  2.195  -1.286  -4.140  -0.76
C  2.341  -0.547  -2.982  -0.11
N  2.434  -1.085  -1.763  -0.35
H  0.495  -3.414  4.977  0.53
H  -0.937  0.515  5.708  0.46
H  -2.704  2.299  5.469  0.43
H  -3.760  2.615  3.207  0.63
H  -2.970  1.175  1.333  0.44
H  2.911  -5.192  1.101  0.55
H  2.239  -4.312  -2.633  0.44
H  1.998  -3.293  -4.903  0.43
H  2.106  -0.789  -5.098  0.36
H  2.357  0.537  -3.020  0.47
C  -1.278  -4.638  -2.634  -0.62
C  -1.414  -3.752  -1.572  -0.78
C  -1.465  -2.389  -1.810  -0.08
C  -1.345  -1.917  -3.113  0.03
C  -1.261  -2.799  -4.181  -0.20
C  -1.218  -4.162  -3.938  -0.35
N  -1.309  -0.523  -3.420  -0.90
N  -0.746  0.141  -2.544  1.44
C  -0.752  1.549  -2.791  -0.05
C  -1.869  2.195  -3.312  -0.39
C  -1.798  3.565  -3.461  -0.60
C  -0.629  4.230  -3.103  -0.57
C  0.414  3.485  -2.582  -0.51
N  0.357  2.165  -2.407  0.10
H  -1.223  -5.702  -2.443  0.39
H  -1.462  -4.116  -0.554  0.41
H  -1.633  -1.684  -1.006  0.51
H  -1.199  -2.399  -5.186  0.42
H  -1.124  -4.856  -4.765  0.36
H  -2.779  1.641  -3.495  0.31
H  -2.656  4.114  -3.827  0.44
H  -0.537  5.304  -3.199  0.39
H  1.338  3.965  -2.271  0.29
C  4.744  4.902  0.493  -1.47
C  3.375  4.294  0.206  0.08
C  2.727  3.738  1.467  -1.08
S  1.159  2.913  1.088  0.69
O  0.742  2.156  2.302  -0.61
C  0.067  4.375  0.970  -0.63
C  -0.674  4.658  2.270  0.11
C  0.206  5.153  3.411  -1.46
H  5.202  5.290  -0.417  0.41
H  5.418  4.154  0.915  0.34
H  4.666  5.722  1.210  0.31
H  3.469  3.490  -0.529  0.21
H  2.727  5.052  -0.244  0.18
H  2.574  4.502  2.230  0.38
H  3.332  2.936  1.896  0.53
H  -0.640  4.132  0.175  0.03
H  0.671  5.223  0.636  0.45
H  -1.185  3.746  2.581  -0.20
H  -1.449  5.396  2.043  0.63
H  0.881  4.364  3.743  0.26
H  -0.407  5.440  4.266  0.42
H  0.797  6.026  3.115  0.31
Cl  -9.616  2.602  -2.028  -0.22
C  -8.376  3.812  -1.929  0.86
C  -8.693  5.112  -2.293  -0.59
C  -7.722  6.095  -2.208  -0.31
C  -6.451  5.780  -1.756  -0.89
C  -6.157  4.476  -1.392  0.96
Cl  -4.572  4.112  -0.807  0.09
C  -7.106  3.448  -1.478  -1.72
N  -6.803  2.117  -1.143  0.01
C  -6.674  1.796  0.215  0.82
C  -7.316  2.550  1.197  -0.37
C  -7.193  2.222  2.541  -0.79
C  -6.426  1.136  2.922  -0.71
C  -5.791  0.383  1.941  -0.65
C  -5.899  0.680  0.590  0.79
C  -5.205  -0.194  -0.429  -1.72
C  -4.161  0.547  -1.302  0.77
O  -4.616  1.086  -2.354  -0.99
O  -2.983  0.568  -0.905  -0.09
H  -9.692  5.338  -2.638  0.42
H  -7.958  7.112  -2.493  0.35
H  -5.682  6.536  -1.676  0.43
H  -6.032  1.726  -1.728  0.50
H  -7.913  3.406  0.905  0.40
H  -7.695  2.829  3.285  0.36
H  -6.302  0.881  3.967  0.39
H  -5.172  -0.458  2.232  0.26
H  -5.950  -0.627  -1.104  0.45
H  -4.696  -1.000  0.098  0.44



[3]
Here is a structure of composition C49H45FeN9OP2S from the OMol25 dataset. Energies are from ωB97M-V/def2-TZVPD.

Properties
net charge: +2
spin multiplicity: 5
lowest unoccupied orbital energy (alpha / beta): -4.80 / -5.36 eV
HOMO (alpha / beta): -12.794 / -13.035 eV

Last column: Mulliken spin population.
Positions of all 108 atoms, in Å:
Fe  -0.318  0.747  0.230  3.52
O  -0.262  -2.924  -1.724  0.02
C  0.037  -3.973  -0.861  0.03
C  0.311  -5.264  -1.302  0.00
C  0.527  -6.276  -0.383  0.00
C  0.476  -6.014  0.978  0.00
C  0.250  -4.721  1.404  0.00
C  0.044  -3.677  0.498  0.03
P  -0.231  -1.988  1.189  0.08
C  1.156  -1.969  2.395  -0.04
C  1.127  -2.350  3.736  0.00
C  2.303  -2.378  4.483  0.00
C  3.517  -2.050  3.897  0.00
C  3.559  -1.693  2.555  0.00
C  2.387  -1.647  1.818  0.00
C  -1.813  -2.299  2.077  0.00
C  -2.118  -1.803  3.345  -0.01
C  -3.365  -2.026  3.918  0.00
C  -4.333  -2.740  3.224  0.00
C  -4.051  -3.223  1.953  0.00
C  -2.802  -3.003  1.384  0.00
C  0.363  -2.867  -2.962  0.01
C  0.128  -3.775  -3.980  0.00
C  0.820  -3.640  -5.175  0.00
C  1.723  -2.603  -5.357  0.00
C  1.895  -1.652  -4.361  0.00
C  1.200  -1.770  -3.162  0.01
P  1.018  -0.376  -1.971  0.08
C  -0.427  0.305  -2.876  -0.10
C  -0.381  0.878  -4.149  0.00
C  -1.555  1.210  -4.807  0.00
C  -2.789  0.956  -4.211  0.00
C  -2.846  0.356  -2.963  0.01
C  -1.668  0.030  -2.303  0.02
C  2.548  0.559  -2.365  0.05
C  2.686  1.815  -2.946  -0.01
C  3.944  2.388  -3.123  0.00
C  5.084  1.712  -2.716  0.00
C  4.963  0.459  -2.125  0.00
C  3.708  -0.107  -1.948  0.00
H  0.366  -5.495  -2.352  0.00
H  0.730  -7.279  -0.741  0.00
H  0.625  -6.808  1.700  0.00
H  0.243  -4.514  2.467  0.00
H  0.204  -2.648  4.208  0.00
H  2.268  -2.685  5.521  0.00
H  4.429  -2.081  4.481  0.00
H  4.506  -1.451  2.086  0.00
H  2.425  -1.375  0.765  0.00
H  -1.380  -1.241  3.903  0.00
H  -3.575  -1.643  4.909  0.00
H  -5.299  -2.935  3.678  0.00
H  -4.799  -3.786  1.406  0.00
H  -2.592  -3.394  0.393  0.00
H  -0.607  -4.558  -3.866  0.00
H  0.648  -4.354  -5.972  0.00
H  2.269  -2.513  -6.288  0.00
H  2.568  -0.818  -4.523  0.00
H  0.574  1.047  -4.636  0.00
H  -1.511  1.645  -5.800  0.00
H  -3.704  1.202  -4.737  0.00
H  -3.804  0.127  -2.513  0.00
H  -1.726  -0.512  -1.360  0.02
H  1.827  2.358  -3.311  0.00
H  4.029  3.360  -3.596  0.00
H  6.064  2.147  -2.876  0.00
H  5.848  -0.084  -1.814  0.00
H  3.626  -1.090  -1.493  0.00
N  -3.857  1.052  2.710  0.00
C  -3.352  0.655  1.550  0.00
N  -2.038  0.700  1.624  0.04
C  -1.808  1.154  2.884  0.03
N  -2.882  1.387  3.586  0.00
C  -0.441  1.268  3.381  0.00
C  -0.124  1.437  4.722  0.00
N  1.139  1.418  5.136  0.00
C  2.080  1.264  4.204  0.00
C  1.762  1.147  2.861  0.01
N  0.495  1.128  2.454  0.04
H  -4.821  1.108  2.991  0.00
H  -3.937  0.324  0.705  0.00
H  -0.906  1.577  5.461  0.00
H  3.112  1.224  4.539  0.00
H  2.529  1.070  2.100  0.00
C  -4.615  5.431  1.075  0.00
C  -4.799  4.321  0.033  0.00
C  -3.487  3.847  -0.517  0.00
N  -2.827  2.837  -0.079  0.01
N  -1.613  2.626  -0.725  0.06
C  -1.403  3.525  -1.651  0.00
N  -0.270  3.600  -2.393  0.00
S  -2.667  4.683  -1.807  0.00
H  -5.580  5.737  1.479  0.00
H  -4.144  6.311  0.632  0.00
H  -3.987  5.086  1.899  0.00
H  -5.421  4.682  -0.787  0.00
H  -5.302  3.462  0.475  0.00
H  0.282  2.763  -2.408  0.01
H  -0.287  4.133  -3.245  0.00
C  3.804  4.200  1.419  0.00
C  2.985  4.234  0.119  0.00
C  1.975  3.170  0.080  -0.02
N  1.203  2.326  0.073  0.09
H  4.504  5.032  1.424  0.00
H  4.374  3.273  1.496  0.00
H  3.158  4.289  2.293  0.00
H  3.628  4.103  -0.752  0.00
H  2.470  5.188  0.006  0.00



[4]
Here is a structure of composition C49H47CrN4O2P2S2 from the OMol25 dataset. Energies are from ωB97M-V/def2-TZVPD.

Properties
net charge: +1
spin multiplicity: 5
lowest unoccupied orbital energy (alpha / beta): -2.26 / -2.39 eV
HOMO (alpha / beta): -9.908 / -10.273 eV

Last column: Mulliken spin population.
Positions of all 107 atoms, in Å:
Cr  0.632  0.490  -0.417  3.86
O  3.447  -2.139  -0.161  -0.01
S  3.187  -0.969  -0.957  0.00
O  2.185  -1.080  -2.004  0.01
N  2.636  0.264  -0.105  -0.07
C  3.252  1.005  0.879  0.07
C  4.505  0.818  1.421  0.02
C  5.012  1.722  2.373  -0.01
C  4.295  2.810  2.786  0.02
C  3.001  3.029  2.262  0.00
C  2.200  4.143  2.594  0.01
C  0.970  4.295  2.016  0.00
C  0.511  3.312  1.126  0.05
N  1.216  2.249  0.808  -0.22
C  2.469  2.110  1.334  0.09
C  4.718  -0.491  -1.707  0.01
C  5.896  -1.072  -1.266  0.00
C  7.098  -0.682  -1.838  0.00
C  7.113  0.279  -2.839  0.00
C  5.924  0.845  -3.284  0.00
C  4.720  0.459  -2.719  0.00
H  5.109  -0.023  1.112  0.00
H  6.001  1.544  2.775  0.00
H  4.700  3.508  3.507  0.00
H  2.577  4.872  3.301  0.00
H  0.342  5.145  2.238  0.00
H  -0.474  3.394  0.683  0.01
H  5.864  -1.831  -0.496  0.00
H  8.022  -1.134  -1.504  0.00
H  8.051  0.580  -3.285  0.00
H  5.933  1.581  -4.077  0.00
H  3.790  0.881  -3.077  0.00
C  -7.224  -2.291  0.639  0.00
S  -6.016  -2.141  1.969  0.00
C  -4.843  -3.435  1.462  0.00
C  -3.701  -2.905  0.605  0.00
C  -2.835  -1.927  1.382  -0.01
N  -1.789  -1.263  0.589  0.02
P  -1.925  0.313  0.035  0.04
C  -3.370  0.381  -1.057  -0.06
C  -3.170  0.102  -2.408  0.01
C  -4.247  0.021  -3.278  0.01
C  -5.535  0.215  -2.797  0.00
C  -5.745  0.480  -1.449  0.00
C  -4.669  0.559  -0.579  0.00
C  -2.348  1.353  1.457  -0.02
C  -3.029  2.559  1.295  0.02
C  -3.178  3.425  2.368  0.00
C  -2.646  3.098  3.607  0.00
C  -1.970  1.897  3.775  0.01
C  -1.820  1.028  2.706  0.02
P  -0.163  -1.755  0.334  0.07
C  0.427  -2.418  1.903  -0.13
C  1.201  -1.580  2.705  0.10
C  1.634  -2.014  3.947  0.02
C  1.303  -3.289  4.387  0.00
C  0.546  -4.134  3.587  0.00
C  0.110  -3.702  2.345  0.00
C  -0.235  -3.131  -0.833  -0.01
C  -1.248  -3.206  -1.785  0.00
C  -1.215  -4.192  -2.759  0.00
C  -0.166  -5.098  -2.797  0.00
C  0.858  -5.013  -1.865  0.00
C  0.830  -4.029  -0.888  0.02
H  -7.997  -1.547  0.824  0.00
H  -7.685  -3.278  0.645  0.00
H  -6.776  -2.094  -0.335  0.00
H  -5.406  -4.189  0.912  0.00
H  -4.471  -3.921  2.366  0.00
H  -4.116  -2.406  -0.277  0.00
H  -3.087  -3.734  0.245  0.00
H  -2.364  -2.431  2.232  0.00
H  -3.466  -1.138  1.799  0.00
H  -2.166  -0.084  -2.777  0.03
H  -4.084  -0.194  -4.326  0.00
H  -6.377  0.158  -3.474  0.00
H  -6.750  0.621  -1.075  0.00
H  -4.842  0.746  0.473  0.00
H  -3.447  2.826  0.331  0.00
H  -3.717  4.354  2.235  0.00
H  -2.767  3.774  4.443  0.00
H  -1.561  1.634  4.742  0.00
H  -1.290  0.093  2.848  -0.03
H  1.480  -0.596  2.339  0.01
H  2.243  -1.367  4.565  0.00
H  1.647  -3.631  5.354  0.00
H  0.303  -5.131  3.930  0.00
H  -0.467  -4.363  1.707  0.00
H  -2.070  -2.501  -1.769  -0.01
H  -2.014  -4.252  -3.487  0.00
H  -0.142  -5.867  -3.559  0.00
H  1.685  -5.709  -1.898  0.00
H  1.645  -3.952  -0.179  0.00
N  0.594  1.406  -2.462  0.01
C  1.092  2.748  -2.639  0.00
C  0.326  3.688  -3.315  0.00
C  0.775  4.995  -3.434  0.00
C  1.996  5.366  -2.891  0.00
C  2.763  4.420  -2.225  0.00
C  2.311  3.117  -2.087  0.01
H  -0.280  1.307  -2.966  0.00
H  1.245  0.721  -2.855  0.02
H  -0.625  3.399  -3.750  0.00
H  0.170  5.721  -3.961  0.00
H  2.349  6.383  -2.989  0.00
H  3.718  4.695  -1.797  0.00
H  2.902  2.389  -1.545  0.00



no.,total energy (eV)
1,-136902.846
2,-135253.725
3,-130790.448
4,-130299.739